# C19H59F3N5O12S

A cluster of 9 separate species, C19H59F3N5O12S in total in a non-equilibrium geometry (ωB97M-V/def2-TZVPD, OMol25).

The energy relative to the best compared isomer or geometry (same formula, charge and spin) is 0.0 kcal/mol. Its orbital gap is 6.9 eV. The total charge is +1.

```
99
Properties=species:S:1:pos:R:3:forces:R:3:mulliken_charge:R:1
N -0.5218 1.3569 -4.9639 -0.31 0.13 0.09 -0.13
H -0.4477 0.9607 -5.8921 0.08 0.27 -0.27 0.38
H -0.9527 0.6891 -4.3320 -0.25 -0.06 0.48 0.24
H -0.9631 2.2682 -4.9168 -0.65 0.00 -0.37 0.42
H 0.3842 1.5752 -4.5466 1.16 -0.14 0.46 0.13
N -4.4162 0.6597 -1.7284 -2.02 0.07 -2.02 -0.15
H -5.0756 1.4278 -1.8459 -0.25 1.05 1.15 0.33
H -5.0219 -0.1209 -1.5037 0.31 -0.48 0.23 0.38
H -3.6493 0.8255 -1.0621 0.73 -0.08 0.57 0.10
H -4.1024 0.5905 -2.6898 0.71 -0.73 0.00 0.38
C 0.3669 0.4994 0.0680 -2.36 -0.91 0.98 0.27
F 0.1644 0.8409 1.3695 0.42 -0.18 -1.39 -0.27
F 1.5002 0.9686 -0.3526 0.79 0.61 -0.08 -0.25
F 0.4011 -0.8513 -0.0227 -0.18 1.17 0.07 -0.11
S -1.1282 1.1365 -0.9930 -0.44 -2.43 -0.30 1.17
O -0.9812 2.5285 -1.2510 0.07 0.43 0.50 -0.93
O -1.0357 0.3058 -2.2011 0.01 0.40 0.22 -0.36
O -2.3526 0.7531 -0.2340 1.67 0.43 -0.01 -1.14
C -0.0087 5.7814 0.6369 0.14 2.24 -0.81 0.10
C 0.7795 5.1428 -0.4942 -0.84 -2.14 -0.59 -0.45
O -0.0075 4.9279 -1.7250 0.63 0.75 1.07 -0.62
O -0.2053 7.1591 0.2073 -0.09 -0.44 0.45 -0.55
H 0.5059 5.8365 1.5969 0.49 -0.20 -0.20 0.32
H -0.9948 5.3852 0.8839 0.04 -0.67 -0.54 -0.04
H 1.1153 4.1628 -0.1467 0.21 -0.18 -0.05 0.08
H 1.6596 5.6739 -0.8533 -0.11 0.47 0.60 0.37
H -0.4450 4.0742 -1.6239 0.06 0.31 0.06 0.75
H -0.1111 7.1097 -0.7476 -0.28 0.35 -0.13 0.32
C -4.0285 3.5194 0.2262 1.03 -0.58 0.91 0.23
C -5.4429 3.7681 0.0026 -1.37 1.06 -0.51 -0.56
O -5.9851 2.8483 -0.9681 -0.23 -0.23 0.27 -0.54
O -3.7858 2.5658 1.2856 -0.31 0.80 -1.16 -0.54
H -3.6187 4.5020 0.4645 0.56 -0.21 0.22 0.11
H -3.6137 3.1805 -0.7248 0.46 0.12 0.01 -0.01
H -5.5296 4.7697 -0.4235 -0.07 0.08 -0.12 0.38
H -5.9694 3.8095 0.9572 -0.29 -0.53 -0.08 0.34
H -6.8477 3.1810 -1.2298 -0.11 -0.09 0.00 0.28
H -3.3278 1.8408 0.8471 0.31 -0.17 0.58 0.52
C -1.2677 -3.4309 -2.9538 -0.90 1.61 0.08 -0.38
C -1.1410 -3.2322 -1.4381 -1.55 -1.51 0.01 0.13
O -1.8236 -4.2860 -0.7691 0.36 -1.14 0.41 -0.59
O -0.9281 -2.1780 -3.5774 0.94 -0.28 -0.85 -0.46
H -2.3050 -3.5645 -3.2688 -0.29 -0.60 0.61 0.25
H -0.7332 -4.2828 -3.3711 0.52 0.40 0.11 0.28
H -1.7122 -2.3711 -1.0876 0.88 0.89 -0.47 0.10
H -0.1152 -3.3066 -1.0814 -0.03 0.52 -0.13 0.10
H -2.7768 -4.1825 -0.8069 0.04 0.16 -0.15 0.32
H -1.4518 -1.4866 -3.1649 0.14 -0.09 0.41 0.19
C 5.2790 -4.6939 3.7946 -0.15 0.06 0.30 -1.31
C 3.9319 -5.3865 3.5873 -0.41 -0.33 0.18 0.43
C 3.2618 -4.7825 2.3725 -0.08 1.16 -0.92 -0.64
O 3.0450 -3.3804 2.5926 -1.08 0.96 0.12 -0.32
C 2.4061 -2.7127 1.4917 0.88 -0.43 -0.21 -0.73
N 4.0583 -6.8166 3.5265 0.85 -1.49 -0.56 -0.61
H 5.0730 -3.6419 3.9901 0.26 0.01 0.07 0.31
H 5.9143 -4.7521 2.9094 -0.20 -0.06 -0.26 0.31
H 5.8764 -5.1291 4.5953 -0.32 0.00 0.20 0.38
H 3.2381 -5.2605 4.4200 0.27 0.63 0.25 0.27
H 2.3265 -5.2748 2.0993 -0.16 -0.13 0.20 0.34
H 3.9260 -4.8220 1.5048 0.19 -0.51 -0.18 0.31
H 3.1622 -2.5475 0.7198 -0.08 -0.75 -0.61 0.37
H 2.0786 -1.6762 1.5830 0.05 -0.06 1.59 0.09
H 1.5171 -3.2480 1.1550 0.16 -0.31 -0.27 0.31
H 3.3092 -7.4551 3.7483 -0.45 0.76 0.28 0.22
H 4.5036 -7.2248 2.7162 0.29 0.46 -0.12 0.19
C 0.1512 -0.8423 4.8820 -0.21 -0.69 0.57 -1.31
C -1.2607 -1.1648 4.3702 0.78 0.61 0.31 0.64
C -2.2413 -1.5721 5.4360 -1.22 0.75 0.84 -1.02
O -1.8278 -2.7266 6.0744 0.63 -1.05 -1.07 -0.26
C -2.6534 -3.2647 7.0501 0.17 -0.06 0.92 -0.82
N -1.7155 0.0636 3.7281 -0.71 -0.16 -0.11 -0.51
H 0.1398 -0.0035 5.5801 -0.24 0.32 -0.21 0.34
H 0.7028 -0.5710 3.9821 0.57 -0.11 0.31 0.34
H 0.6237 -1.6266 5.4745 0.14 -0.33 -0.50 0.34
H -1.1809 -1.9115 3.5788 -0.18 -0.37 0.23 0.19
H -3.2772 -1.5654 5.0824 -0.07 -0.96 -0.86 0.46
H -2.4363 -0.8280 6.2178 0.96 0.83 0.15 0.33
H -2.1865 -4.1964 7.3687 -0.06 -0.01 -0.02 0.23
H -3.6835 -3.4851 6.7635 -0.06 0.17 -0.42 0.31
H -2.6635 -2.5978 7.9159 -0.24 0.09 0.20 0.34
H -0.9693 0.2964 3.0878 -0.22 0.41 -0.09 0.19
H -1.6849 0.7509 4.4707 -0.12 0.50 -0.19 0.32
C 3.9481 2.3061 -2.5669 0.23 0.44 0.35 -1.64
C 2.8649 2.2900 -3.6088 0.15 1.13 -1.50 0.54
C 3.3895 1.8927 -5.0226 -1.33 -1.11 0.43 -0.99
O 2.2698 1.9687 -5.9385 0.69 0.11 0.29 -0.26
C 2.5882 1.4948 -7.2460 -0.65 -0.41 0.36 -0.81
N 1.7307 1.4571 -3.2350 -0.24 -0.48 -0.47 -0.17
H 4.1488 1.2936 -2.2155 0.48 0.00 -0.18 0.40
H 3.6858 2.8987 -1.6891 -0.45 -0.11 0.04 0.31
H 4.8204 2.8426 -2.9410 0.28 -0.49 -0.10 0.46
H 2.4229 3.2836 -3.7076 0.41 0.34 -0.07 0.23
H 3.6137 0.8234 -4.9760 0.47 -0.20 0.13 0.37
H 4.2746 2.3858 -5.4246 -0.14 0.53 0.31 0.48
H 1.6079 1.3568 -7.7024 0.20 0.50 -0.59 0.22
H 3.0115 0.4883 -7.2708 0.32 -0.07 0.49 0.37
H 3.2698 2.1559 -7.7808 -0.27 0.19 -0.09 0.30
H 1.8611 1.1519 -2.2826 -0.32 -0.11 -0.07 -0.13
H 1.6961 0.6277 -3.8151 0.47 -0.48 0.26 0.38
```
Positions in Å, forces in eV/Å.